A structure of composition C50H66N4O4Ti at a distorted geometry, computed with ωB97M-V with the def2-TZVPD basis set.

```
! wB97M-V def2-TZVPD RIJCOSX def2/J DEFGRID3
* xyz 0 3
Ti -0.2857 0.0861 0.1500
C 1.6893 3.3865 -6.5380
C 0.7069 3.6020 -5.3836
C -0.7205 3.4224 -5.9276
C 0.8826 5.0315 -4.8562
C 0.8728 2.5941 -4.2526
C 0.1631 2.7749 -3.0772
C 0.1266 1.7581 -2.1245
N -0.5009 1.7432 -0.9297
C -1.5328 2.4820 -0.4887
C -2.4097 3.2733 -1.2368
C -3.4912 3.8773 -0.6310
C -3.6198 3.7740 0.7649
C -2.8076 2.9771 1.5519
C -1.8158 2.1952 0.9034
O -1.1620 1.2061 1.4232
C -2.9496 2.8916 3.0649
C -3.2673 1.4462 3.4732
C -1.6020 3.3106 3.6724
C -4.0337 3.8224 3.6167
C -4.5354 4.5381 -1.5180
C -5.6150 5.2734 -0.7224
C -3.8786 5.5530 -2.4632
C -5.2060 3.4284 -2.3470
C 0.8339 0.5177 -2.3313
O 0.4919 -0.4497 -1.5098
C 1.7326 0.4401 -3.4104
C 1.6732 1.4568 -4.3603
C 2.7773 -0.6580 -3.5841
C 2.4652 -1.4898 -4.8365
C 4.1608 -0.0005 -3.7293
C 2.8598 -1.5936 -2.3743
H 1.5337 4.1525 -7.2955
H 2.7181 3.4554 -6.1933
H 1.5312 2.4190 -7.0082
H -0.9064 4.0959 -6.7623
H -0.8633 2.3992 -6.2702
H -1.4555 3.6246 -5.1523
H 0.8084 5.7461 -5.6727
H 0.1162 5.2836 -4.1289
H 1.8553 5.1444 -4.3824
H -0.3403 3.7052 -2.8727
H -2.2878 3.3228 -2.3072
H -4.4168 4.3127 1.2432
H -2.4534 0.7937 3.1642
H -3.3835 1.3723 4.5532
H -4.1873 1.1053 2.9998
H -0.8079 2.6568 3.3160
H -1.3647 4.3342 3.3858
H -1.6404 3.2565 4.7589
H -5.0203 3.5563 3.2438
H -4.0568 3.7476 4.7018
H -3.8255 4.8591 3.3599
H -5.1753 6.0699 -0.1262
H -6.3278 5.7184 -1.4134
H -6.1579 4.5909 -0.0732
H -3.3513 6.3139 -1.8924
H -3.1726 5.0808 -3.1402
H -4.6446 6.0385 -3.0635
H -5.6870 2.7050 -1.6912
H -5.9627 3.8523 -3.0023
H -4.4792 2.9020 -2.9612
H 2.2870 1.3526 -5.2387
H 2.4472 -0.8682 -5.7286
H 3.2215 -2.2612 -4.9733
H 1.4947 -1.9721 -4.7361
H 4.2235 0.6381 -4.6057
H 4.3773 0.6036 -2.8507
H 4.9283 -0.7679 -3.8169
H 1.9682 -2.2085 -2.2856
H 3.7186 -2.2548 -2.4876
H 2.9776 -1.0244 -1.4521
C -1.6949 -5.6488 3.5562
C -1.3698 -4.5813 4.5609
C -1.5133 -4.8144 5.9153
C -1.2372 -3.8265 6.8495
C -0.8246 -2.5753 6.4201
C -0.6748 -2.3115 5.0717
C -0.9312 -3.3135 4.1320
N -0.7852 -3.0997 2.7682
C -0.1797 -2.0501 2.0953
N 0.9874 -1.5959 2.6237
C 1.8563 -0.6003 2.1664
C 1.4980 0.2605 1.1133
C 2.4189 1.2481 0.7711
C 3.6488 1.3624 1.4039
C 3.9781 0.4848 2.4268
C 3.0924 -0.4939 2.8322
C 3.4561 -1.4120 3.9675
N -0.6438 -1.6933 0.9046
C -1.9178 -2.1802 0.5557
C -3.0337 -1.8935 1.3572
C -4.2848 -2.3759 1.0343
C -4.4510 -3.1704 -0.0911
C -3.3600 -3.4511 -0.8964
C -2.0910 -2.9853 -0.5855
C -0.9074 -3.3746 -1.4195
H -1.9436 -6.5786 4.0604
H -0.8501 -5.8308 2.8913
H -2.5550 -5.3581 2.9492
H -1.8530 -5.7858 6.2481
H -1.3584 -4.0333 7.9019
H -0.6275 -1.7943 7.1397
H -0.3985 -1.3199 4.7390
H -1.3889 -3.6589 2.1783
H 1.2946 -2.0981 3.4463
H 2.1660 1.9465 -0.0251
H 4.3500 2.1235 1.0957
H 4.9342 0.5617 2.9242
H 4.4709 -1.2038 4.2943
H 3.4101 -2.4621 3.6766
H 2.7962 -1.2605 4.8232
H -2.9074 -1.2535 2.2214
H -5.1341 -2.1477 1.6613
H -5.4184 -3.5776 -0.3329
H -3.4922 -4.0628 -1.7788
H -1.2146 -3.6408 -2.4301
H -0.4135 -4.2455 -0.9846
H -0.1805 -2.5617 -1.4428
O -1.8828 -0.6305 -3.2184
H -1.0260 -0.6815 -2.7622
H -2.2826 -1.4994 -3.1366
O -2.7192 0.0556 -0.7964
H -2.6387 0.0777 -1.7731
H -3.4518 0.6285 -0.5533
*
```

Summary:
**Orbital gap (spin up / spin down)**: 6.29 / 5.79 eV
**<S²>**: 2.040
**HOMO level (spin up / spin down)**: -0.21377 / -0.26494 Eh
**LUMO level (spin up / spin down)**: 0.47 / -1.42 eV

Mulliken population analysis, charges in e, atoms 1 to 4: Ti -1.73; C -2.29; C 2.03; C -1.39